1.
20
Properties=species:S:1:pos:R:3:lowdin_charge:R:1 method="wB97M-V/def2-TZVPD" lumo_energy_ev=0.0 multiplicity=1 homo_ev=-8.9 relative_energy_kj_mol=331.3 homo_lumo_gap_ev=8.9
C -1.36 0.12 -0.75 -0.190
C -0.46 -1.12 -0.98 -0.208
C -1.74 0.45 0.75 -0.335
C 0.46 -1.44 0.25 -0.249
C 1.37 1.30 -0.33 -0.210
N -0.66 0.67 1.65 -0.761
N 2.64 0.97 -0.47 -0.554
O 3.40 1.50 -1.25 0.042
O 2.92 -0.05 0.23 -0.161
S 1.01 0.18 1.09 1.161
Cl -1.14 0.32 3.31 0.587
H -0.84 1.03 -1.24 0.109
H -2.21 -0.04 -1.31 0.068
H -1.12 -2.04 -1.30 0.152
H 0.31 -0.82 -1.66 0.088
H -2.45 1.27 0.86 0.112
H -2.17 -0.51 1.01 0.084
H -0.19 -2.10 0.97 0.128
H 1.32 -1.87 -0.05 0.024
H 0.93 2.19 -0.78 0.115

=====

2.
45
Properties=species:S:1:pos:R:3:lowdin_charge:R:1 method="wB97M-V/def2-TZVPD" lumo_energy_ev=0.6 multiplicity=1 homo_ev=-10.0 relative_energy_kj_mol=78.5 homo_lumo_gap_ev=10.5
C -1.47 9.48 -0.70 -0.089
C -2.80 9.64 -1.42 -0.329
O -3.78 10.09 -0.50 -0.071
H -1.23 10.38 -0.13 0.078
H -0.64 9.30 -1.40 0.062
H -1.48 8.63 -0.02 0.073
H -3.06 8.66 -1.84 0.113
H -2.72 10.31 -2.28 0.079
H -4.49 9.45 -0.46 0.078
C -3.71 10.51 -5.36 -0.096
C -4.97 9.77 -4.98 -0.323
O -5.39 8.98 -6.09 -0.081
H -2.86 9.85 -5.49 0.073
H -3.41 11.20 -4.56 0.063
H -3.89 11.11 -6.25 0.079
H -5.75 10.48 -4.70 0.112
H -4.78 9.11 -4.12 0.100
H -6.34 8.82 -6.01 0.077
C -0.25 11.31 -3.98 -0.084
C 1.22 11.28 -3.58 -0.323
O 1.64 9.93 -3.45 -0.083
H -0.56 12.33 -4.15 0.082
H -0.87 10.81 -3.24 0.040
H -0.34 10.75 -4.92 0.078
H 1.33 11.81 -2.62 0.110
H 1.81 11.79 -4.34 0.110
H 2.36 9.89 -2.82 0.036
C 3.95 10.56 -0.74 -0.091
C 5.29 9.92 -0.45 -0.314
O 5.38 8.75 -1.25 -0.088
H 3.90 10.87 -1.79 0.068
H 3.81 11.42 -0.09 0.081
H 3.11 9.88 -0.59 0.081
H 5.41 9.67 0.60 0.112
H 6.06 10.64 -0.75 0.111
H 6.18 8.26 -1.05 0.082
C 4.21 6.46 -5.00 -0.092
C 5.02 7.64 -4.54 -0.338
O 5.96 8.01 -5.54 -0.070
H 3.74 6.68 -5.96 0.076
H 3.36 6.28 -4.33 0.074
H 4.78 5.54 -5.09 0.072
H 5.50 7.41 -3.58 0.095
H 4.34 8.47 -4.30 0.101
H 6.67 8.48 -5.10 0.077

=====

3.
15
Properties=species:S:1:pos:R:3:lowdin_charge:R:1 method="wB97M-V/def2-TZVPD" lumo_energy_ev=0.7 multiplicity=1 homo_ev=-8.1 relative_energy_kj_mol=281.6 homo_lumo_gap_ev=8.8
C 0.43 0.06 -0.37 -0.573
C 2.78 0.70 0.07 -0.118
C 2.46 -0.66 0.65 -0.116
H -2.50 -1.37 -0.81 -0.094
H 0.38 -1.90 -0.79 0.057
H -1.39 3.03 -0.16 -0.118
H 3.64 0.83 -0.63 0.119
H 2.30 1.58 0.49 0.095
H 3.14 -1.54 0.54 0.116
H 1.87 -0.47 1.58 0.127
N -0.24 -1.16 -0.60 -0.377
N -0.05 1.18 0.02 -0.383
N 1.80 -0.18 -0.56 -0.085
S -1.62 -1.64 0.26 0.701
S -1.63 1.67 0.10 0.649

=====

4.
9
Properties=species:S:1:pos:R:3:lowdin_spin:R:1 method="wB97M-V/def2-TZVPD" lumo_energy_ev="-4.2 / -3.8" multiplicity=2 total_charge=+1 homo_ev="-7.6 / -11.2" homo_lumo_gap_ev="3.4 / 7.4"
O -0.89 0.09 -0.23 0.090
Na -1.64 -0.24 2.01 0.305
C 0.33 0.26 -0.64 0.148
C 1.35 -0.61 -0.02 0.108
H 0.44 0.77 -1.60 0.015
H 0.92 -1.53 0.36 0.033
H 2.34 -0.60 0.43 0.021
Cs -4.54 1.40 0.22 0.229
H 1.68 0.46 -0.53 0.052

=====

5.
10
Properties=species:S:1:pos:R:3:lowdin_charge:R:1 method="wB97M-V/def2-TZVPD" lumo_energy_ev=0.1 multiplicity=1 homo_ev=-10.4 relative_energy_kj_mol=224.9 homo_lumo_gap_ev=10.5
N -1.25 0.59 -0.63 0.036
C -0.29 -0.87 0.88 -0.223
N -0.58 -1.98 1.01 0.173
O 1.88 -1.02 -0.55 0.075
C 1.47 0.09 -0.38 -0.183
C 0.00 0.38 0.16 -0.304
H -1.93 0.89 0.08 0.084
H -1.63 -0.32 -0.92 0.083
H 2.19 0.94 -0.39 0.125
H 0.12 1.31 0.73 0.134

=====

6.
129
Properties=species:S:1:pos:R:3:lowdin_charge:R:1 method="wB97M-V/def2-TZVPD" lumo_energy_ev=-1.7 multiplicity=1 homo_ev=-9.0 relative_energy_kj_mol=1676.5 homo_lumo_gap_ev=7.3
C 6.08 -3.93 1.83 -0.105
C 5.11 -4.14 0.49 -0.291
O 4.54 -2.81 0.17 -0.309
P 3.99 -2.77 -1.51 0.804
O 5.19 -3.19 -2.50 -0.393
C 3.45 -0.94 -1.82 -0.205
C 1.85 -0.73 -1.50 -0.220
C 1.60 -0.69 0.15 -0.164
C 0.21 0.12 0.43 -0.018
C 0.18 1.71 -0.01 0.026
C -1.16 2.62 0.21 0.021
C -2.52 1.97 0.84 -0.020
C -3.83 2.98 0.97 -0.163
C -4.59 3.04 -0.48 -0.176
C -6.23 2.85 -0.40 -0.154
F -6.83 3.28 0.88 -0.140
C -2.55 0.37 1.33 0.022
C -3.95 -0.27 1.99 -0.292
C -4.62 -1.46 1.08 -0.108
C -3.72 -0.71 3.59 -0.202
C -4.31 -2.20 3.95 -0.145
C -1.16 -0.54 1.12 -0.076
C -1.05 -2.11 1.59 -0.727
I -0.86 -3.51 -0.13 0.805
C 0.03 -2.41 2.79 -0.721
C 0.10 -1.27 3.96 -0.189
I -0.70 -4.26 3.80 0.814
C -0.78 4.13 -0.32 -0.184
O -1.57 5.15 -0.70 -0.007
N 0.76 4.07 -0.24 -0.064
C 1.24 4.37 1.20 -0.572
Cl 2.83 3.51 1.64 0.613
C 1.35 6.02 1.41 -0.227
C 2.46 6.31 2.59 -0.179
C 1.30 2.70 -0.68 -0.263
O 2.38 2.47 -1.43 -0.019
O 2.68 -3.91 -1.61 -0.331
C 2.27 -4.18 -3.00 -0.276
C 1.09 -5.34 -3.14 -0.096
H 5.55 -3.17 2.57 0.087
H 6.27 -4.94 2.42 0.082
H 7.12 -3.55 1.45 0.081
H 5.68 -4.65 -0.39 0.123
H 4.26 -4.90 0.84 0.127
H 4.05 -0.30 -1.02 0.115
H 3.77 -0.69 -2.92 0.097
H 1.29 -1.72 -1.89 0.074
H 1.34 0.16 -2.06 0.111
H 1.61 -1.81 0.50 0.065
H 2.53 -0.16 0.68 0.137
H -4.52 2.75 1.89 0.109
H -3.37 4.07 1.15 0.122
H -4.12 2.25 -1.24 0.130
H -4.39 4.10 -0.97 0.117
H -6.45 1.70 -0.56 0.122
H -6.71 3.46 -1.31 0.131
H -4.77 0.59 2.05 0.125
H -4.52 -1.13 -0.04 0.090
H -4.12 -2.51 1.19 0.072
H -5.77 -1.51 1.37 0.098
H -4.33 0.06 4.28 0.120
H -2.59 -0.55 3.86 0.084
H -4.32 -2.28 5.14 0.096
H -3.55 -3.04 3.60 0.028
H -5.41 -2.38 3.60 0.086
H -2.12 -2.39 2.05 0.028
H 1.11 -2.67 2.43 0.076
H -0.78 -1.52 4.73 0.056
H 1.10 -1.41 4.58 0.093
H 0.09 -0.16 3.59 0.088
H 0.44 4.02 2.01 0.135
H 1.54 6.58 0.40 0.128
H 0.27 6.34 1.81 0.117
H 3.58 6.19 2.20 0.083
H 2.32 7.43 2.92 0.066
H 2.22 5.58 3.49 0.080
H 1.85 -3.23 -3.56 0.121
H 3.21 -4.59 -3.58 0.126
H 1.22 -6.24 -2.40 0.089
H 1.18 -5.76 -4.24 0.088
H 0.00 -4.92 -2.99 0.034
C -3.38 -7.89 5.87 -0.064
C -4.43 -7.07 5.13 -0.501
C -4.64 -7.58 3.72 -0.064
O -4.02 -5.71 5.09 -0.089
H -2.41 -7.83 5.36 0.080
H -3.23 -7.50 6.88 0.081
H -3.67 -8.94 5.93 0.081
H -5.38 -7.11 5.68 0.140
H -3.71 -7.51 3.13 0.081
H -5.39 -6.97 3.20 0.080
H -4.97 -8.62 3.72 0.080
H -3.18 -5.66 4.60 -0.001
C 4.25 1.53 -5.68 -0.066
C 5.49 2.25 -5.17 -0.501
C 6.32 1.35 -4.27 -0.061
O 5.10 3.41 -4.44 -0.058
H 3.61 1.23 -4.84 0.068
H 3.65 2.19 -6.31 0.080
H 4.52 0.64 -6.25 0.080
H 6.10 2.58 -6.02 0.139
H 5.75 1.04 -3.38 0.068
H 7.20 1.89 -3.90 0.082
H 6.65 0.46 -4.80 0.083
H 4.56 3.13 -3.69 0.085
C -0.14 10.83 2.94 -0.064
C 1.00 10.40 2.02 -0.488
C 0.68 10.73 0.57 -0.062
O 1.21 9.00 2.15 -0.098
H -1.06 10.30 2.69 0.082
H 0.10 10.58 3.98 0.081
H -0.32 11.91 2.87 0.081
H 1.92 10.90 2.32 0.142
H -0.22 10.20 0.23 0.083
H 1.50 10.40 -0.09 0.082
H 0.53 11.80 0.43 0.081
H 0.39 8.54 1.89 0.078
C -1.64 -3.66 -5.37 -0.059
C -0.50 -4.09 -6.29 -0.504
C -0.82 -3.76 -7.74 -0.064
O -0.29 -5.49 -6.16 -0.075
H -2.56 -4.19 -5.62 0.085
H -1.40 -3.92 -4.33 0.054
H -1.82 -2.59 -5.44 0.084
H 0.42 -3.59 -5.99 0.135
H -1.72 -4.29 -8.08 0.082
H 0.00 -4.09 -8.39 0.082
H -0.97 -2.69 -7.88 0.082
H -1.11 -5.95 -6.42 0.098

=====

7.
11
Properties=species:S:1:pos:R:3:lowdin_charge:R:1 method="wB97M-V/def2-TZVPD" lumo_energy_ev=0.6 multiplicity=1 homo_ev=-8.4 relative_energy_kj_mol=176.5 homo_lumo_gap_ev=9.0
C -0.03 -1.03 0.22 -0.321
C 0.74 -1.60 -0.91 0.034
C 0.84 -0.54 -1.71 -0.166
C -0.07 0.35 0.04 -0.710
H -1.34 -0.99 1.62 0.171
H 1.09 -2.61 -1.13 0.119
H 1.45 -0.34 -2.56 0.124
H 0.68 1.92 1.12 -0.117
O -0.58 -1.65 1.29 0.013
O 0.41 0.62 -1.21 -0.034
S -0.59 1.69 0.91 0.887

=====

8.
40
Properties=species:S:1:pos:R:3:lowdin_charge:R:1 method="wB97M-V/def2-TZVPD" lumo_energy_ev=2.9 multiplicity=1 total_charge=-1 homo_ev=-5.1 relative_energy_kj_mol=391.7 homo_lumo_gap_ev=8.0
O -0.92 2.03 -1.24 -0.459
S -0.90 0.75 -0.39 0.580
O 0.54 0.51 0.03 -0.435
O -1.41 -0.54 -1.26 -0.486
C -1.85 0.97 1.22 -0.249
C -2.35 -0.43 1.81 -0.210
C -1.65 -0.88 3.18 -0.247
N -0.32 -1.55 3.01 -0.092
C 0.80 -0.65 3.48 -0.176
C 2.02 -0.88 2.45 -0.092
C 2.20 -2.23 1.68 -0.017
C 3.40 -2.31 0.70 -0.091
C 4.39 -1.12 0.45 -0.080
C 4.20 0.22 1.24 -0.002
C 3.01 0.29 2.24 -0.213
O 2.85 1.50 2.98 -0.061
H -1.25 1.62 1.95 0.091
H -2.77 1.60 0.92 0.097
H -3.47 -0.30 2.05 0.105
H -2.31 -1.28 1.03 0.113
H -2.34 -1.68 3.65 0.112
H -1.58 -0.03 3.96 0.112
H -0.30 -2.41 3.58 0.096
H 0.48 0.46 3.38 0.107
H 1.09 -0.82 4.57 0.121
H 1.46 -3.09 1.83 0.089
H 3.60 -3.28 0.12 0.076
H 5.25 -1.22 -0.31 0.076
H 4.89 1.12 1.09 0.090
H 2.05 1.99 2.68 0.104
C -1.89 0.18 -4.27 -0.276
S -2.47 1.84 -4.67 0.813
O -3.90 1.72 -5.12 -0.585
C -1.46 2.05 -6.15 -0.289
H -2.43 -0.16 -3.38 0.031
H -2.08 -0.50 -5.10 0.051
H -0.82 0.22 -4.05 0.059
H -1.68 1.26 -6.87 0.047
H -0.40 2.02 -5.88 0.049
H -1.69 3.02 -6.59 0.038